Density functional theory data (ωB97M-V/def2-TZVPD) for 9 unconnected molecules or ions with the total composition C42H105N7O11.

```
165
Properties=species:S:1:pos:R:3:mulliken_charge:R:1
C 18.7720 6.5674 16.3006 -1.3404
C 19.4452 7.7239 16.9955 0.6770
C 18.4826 8.8483 17.4508 -0.9085
O 17.9818 9.6995 16.4446 -0.1877
C 18.9746 10.5109 15.9135 -0.8286
N 20.0809 7.1250 18.1632 -0.6676
H 18.1966 6.9176 15.4437 0.2919
H 18.1068 6.0016 16.9529 0.3466
H 19.5783 5.9763 15.8664 0.3037
H 20.1822 8.1152 16.2941 0.2858
H 18.9788 9.5059 18.1645 0.3838
H 17.6330 8.4124 17.9764 0.3143
H 19.8160 10.0274 15.4170 0.2736
H 19.4095 11.1306 16.6976 0.3724
H 18.5209 11.1828 15.1849 0.2232
H 20.6108 7.8615 18.6069 0.2395
H 19.3899 6.8204 18.8338 0.2115
C 24.5349 1.6138 19.2322 -1.3307
C 24.2691 3.1446 18.8598 0.3297
C 25.4235 3.7558 18.0012 -0.6034
O 26.6560 4.0073 18.6818 -0.3577
C 27.4828 4.9448 17.9818 -0.7174
N 23.0709 3.1769 18.1063 -0.6019
H 25.4666 1.3284 19.7208 0.3314
H 24.4501 1.0803 18.2855 0.3332
H 23.6681 1.3734 19.8478 0.3589
H 24.1601 3.6201 19.8346 0.2926
H 25.0161 4.6499 17.5291 0.3678
H 25.4951 3.0997 17.1337 0.2983
H 27.2978 4.9478 16.9076 0.3297
H 28.5479 4.7606 18.1220 0.2562
H 27.2200 5.9233 18.3836 0.2726
H 22.8262 4.1568 18.1152 0.1981
H 22.3807 2.6833 18.6540 0.2451
C 14.8204 17.5441 11.0137 -1.6258
C 15.8435 16.6953 11.7319 0.5931
C 16.8359 15.9954 10.7554 -0.9659
O 17.6255 15.0905 11.5191 -0.2847
C 18.6727 14.4799 10.8906 -0.7863
N 16.6001 17.5460 12.6095 -0.7577
H 15.1629 18.4163 10.4568 0.3149
H 14.1141 17.9551 11.7350 0.3757
H 14.1872 17.0108 10.3047 0.3809
H 15.3172 15.9348 12.3088 0.2861
H 17.4282 16.6457 10.1116 0.4182
H 16.3408 15.4847 9.9295 0.5246
H 19.1715 13.7334 11.5087 0.2199
H 19.3461 15.3220 10.7310 0.3650
H 18.4175 14.0268 9.9326 0.3037
H 16.6551 16.9647 13.4336 0.3277
H 17.5512 17.5805 12.2716 0.3076
C 20.6717 19.6666 16.3105 -1.3533
C 21.3317 18.3550 16.4546 0.3461
C 22.3392 18.3904 17.6720 -0.7510
O 22.9582 17.1477 18.0041 -0.3474
C 24.0570 17.0067 17.0497 -0.7426
N 20.2584 17.4133 16.6464 -0.6628
H 20.0700 19.8710 15.4249 0.3169
H 21.5651 20.2900 16.3454 0.3439
H 20.1578 19.9696 17.2227 0.3121
H 21.6880 18.0278 15.4778 0.2864
H 21.8988 18.7819 18.5890 0.4026
H 23.1048 19.1596 17.5719 0.4037
H 24.8598 17.7391 17.1348 0.3011
H 23.6273 16.8385 16.0622 0.2916
H 24.4728 16.0144 17.2244 0.2902
H 20.7641 16.5551 16.8133 0.2599
H 19.9162 17.6198 17.5739 0.3042
C 16.2810 10.1021 10.9983 -1.3280
C 16.8557 8.6918 10.8378 0.3320
C 18.3197 8.5192 11.2907 -0.4639
O 19.1417 9.2969 10.5748 -0.2955
C 20.5205 9.0170 10.7238 -0.6913
N 16.0665 7.7817 11.6088 -0.7363
H 16.7339 10.7058 10.2118 0.2408
H 16.6408 10.3864 11.9871 0.2734
H 15.1962 10.1611 10.9087 0.4958
H 16.7646 8.3863 9.7955 0.2629
H 18.6282 7.4916 11.0981 0.3623
H 18.4812 8.6573 12.3597 0.1631
H 20.7329 9.2857 11.7585 0.2823
H 21.0182 9.6659 10.0031 0.2292
H 20.7052 7.9510 10.5909 0.2817
H 15.2480 8.3257 11.3763 0.3191
H 16.1955 8.0614 12.5707 0.2832
C 20.5294 1.4926 11.6028 -0.4328
C 20.9425 1.7855 13.1337 -0.3552
O 21.9185 2.7333 13.2767 -0.5076
O 21.1951 0.4220 10.8749 -0.5273
H 20.5981 2.3990 11.0014 0.2989
H 19.5064 1.1212 11.6623 0.2754
H 21.3315 0.8585 13.5550 0.3046
H 20.0550 1.9647 13.7406 0.3339
H 22.0849 2.7034 14.2217 0.3000
H 22.0677 0.7713 10.6797 0.3002
C 19.5310 4.8950 23.5691 -0.4453
C 18.0667 5.1282 23.1402 -0.3050
O 17.8412 4.4870 21.8744 -0.5054
O 19.7255 3.5104 23.7732 -0.5325
H 19.8352 5.3757 24.4989 0.3202
H 20.2294 5.2613 22.8167 0.2642
H 17.9621 6.2092 23.0474 0.2634
H 17.3861 4.8598 23.9482 0.3243
H 16.9102 4.2531 21.8711 0.2954
H 19.6018 3.1335 22.8990 0.3219
C 13.3803 11.3180 19.0028 -1.5745
C 12.3142 10.2418 18.6518 1.3011
C 10.9490 10.7547 19.0959 -1.0333
C 10.4413 11.9822 18.3182 -0.7662
C 10.1859 11.6933 16.8677 -0.9708
C 11.5148 11.0448 16.2580 1.4593
N 12.2045 10.0541 17.1492 0.1607
O 13.3626 9.4011 16.6343 -0.4320
C 11.0452 10.3261 15.0223 -1.8575
C 12.5050 12.1402 15.7669 -1.6154
C 12.4578 8.8957 19.3818 -1.8305
H 13.1185 12.3593 18.8149 0.3415
H 14.2623 10.9857 18.4552 0.2768
H 13.5870 11.1306 20.0565 0.4820
H 10.2104 9.9574 19.0126 0.3732
H 10.9117 11.2253 20.0784 0.4204
H 11.2107 12.7467 18.4260 0.2379
H 9.5562 12.3823 18.8129 0.4246
H 9.9203 12.6703 16.4639 0.3821
H 9.3219 11.0338 16.7861 0.3504
H 11.8556 9.7518 14.5733 0.4219
H 10.2351 9.6748 15.3505 0.4210
H 10.5298 11.0679 14.4123 0.4074
H 13.1806 12.2747 16.6117 0.3509
H 13.1416 11.6640 15.0212 0.4091
H 12.0278 13.0306 15.3576 0.3447
H 12.2756 9.0533 20.4449 0.3846
H 13.5007 8.5893 19.3016 0.3466
H 11.7679 8.1865 18.9245 0.4414
H 14.0967 9.9573 16.9051 0.3496
C 21.9130 10.6423 26.9423 -1.9036
C 22.0772 11.3922 25.5879 1.3296
C 22.4859 12.8764 26.0368 -1.1491
C 22.9368 13.7313 24.8234 -0.6901
C 24.0916 13.1134 24.0880 -1.2002
C 23.9264 11.5889 23.6828 1.7361
N 23.1739 10.8287 24.7349 0.2810
O 22.9068 9.5481 24.3081 -0.4814
C 23.1740 11.5967 22.3790 -1.8258
C 25.3361 11.0152 23.5176 -1.9103
C 20.6805 11.4284 24.8919 -1.6592
H 21.0962 10.9958 27.5716 0.3798
H 22.8639 10.6341 27.4750 0.4222
H 21.7272 9.5790 26.7910 0.4211
H 21.6430 13.2832 26.5955 0.4795
H 23.3545 12.7746 26.6873 0.3641
H 23.1535 14.7694 25.0755 0.3893
H 22.0746 13.8786 24.1730 0.3335
H 25.0146 13.2449 24.6528 0.3946
H 24.2075 13.6659 23.1556 0.4291
H 23.0658 10.5326 22.1688 0.4078
H 22.1624 11.9732 22.2276 0.2932
H 23.7280 12.0920 21.5816 0.4650
H 25.3184 10.0870 22.9464 0.4157
H 25.9950 11.6353 22.9098 0.3772
H 25.7938 10.7598 24.4733 0.4428
H 20.2718 10.4628 24.5944 0.3524
H 20.6517 12.0919 24.0276 0.3019
H 19.8985 11.7208 25.5928 0.4538
H 23.4438 8.9889 24.8741 0.3497
```

## Properties
HOMO energy ... -8.192 eV
Net charge ... 0
Frontier orbital gap ... 8.323 eV
SMILES string ... CC1(C)CCCC(C)(C)N1O.CC1(C)CCCC(C)(C)N1O.COC[C@H](C)N.COC[C@H](C)N.COC[C@H](C)N.COC[C@H](C)N.COC[C@H](C)N.OCCO.OCCO